{
  "formula": "C16H23Br24I2N2O2",
  "method": "ωB97M-V/def2-TZVPD",
  "lumo_energy_ev": -2.91,
  "gap_ev": 8.62,
  "charge": 1,
  "homo_energy_ev": -11.5,
  "symbols": ["C", "C", "N", "N", "C", "C", "I", "C", "I", "C", "O", "C", "C", "O", "H", "H", "H", "H", "H", "H", "H", "H", "H", "H", "H", "H", "H", "H", "H", "C", "Br", "Br", "Br", "H", "C", "Br", "Br", "Br", "H", "C", "Br", "Br", "Br", "H", "C", "Br", "Br", "Br", "H", "C", "Br", "Br", "Br", "H", "C", "Br", "Br", "Br", "H", "C", "Br", "Br", "Br", "H", "C", "Br", "Br", "Br", "H"],
  "positions_angstrom": [[3.3820, -1.9316, -0.8354], [2.8765, -2.2013, -2.3604], [1.9058, -1.1650, -2.8227], [0.5567, -1.5500, -2.6860], [0.1140, -2.3977, -1.5389], [-1.4812, -2.5177, -1.7639], [-2.1884, -4.1055, -3.1180], [-1.7574, -1.0258, -2.3819], [-3.3371, -0.0114, -1.2976], [-0.3171, -0.3134, -2.5514], [-0.4068, 0.2973, -3.8599], [0.1300, 0.7979, -1.5000], [1.2232, 1.8469, -2.0599], [2.1950, 2.0611, -1.2934], [2.7612, -1.0643, -0.4123], [3.0603, -2.8569, -0.2366], [4.4983, -1.7612, -0.7682], [3.8218, -2.0537, -2.9999], [2.5584, -3.2788, -2.5362], [2.0471, -1.0744, -3.8482], [0.1957, -2.0508, -3.5339], [0.5612, -3.4384, -1.4151], [0.2108, -1.9214, -0.5087], [-2.1215, -2.6386, -0.8336], [-2.1941, -1.1164, -3.4283], [-1.1381, 0.9597, -3.7821], [0.5325, 0.2703, -0.5606], [-0.7399, 1.4461, -1.1229], [1.1707, 2.3833, -3.0761], [-1.3801, -3.4838, 2.7623], [0.0935, -4.0266, 1.6216], [-1.5274, -1.5494, 2.8705], [-3.0437, -4.3207, 2.2274], [-1.1541, -3.8415, 3.7649], [-6.6032, -1.5858, 1.3178], [-4.8049, -1.2526, 1.9656], [-6.6129, -2.1051, -0.5511], [-7.5393, -2.8696, 2.4272], [-7.1473, -0.6464, 1.3895], [-0.1527, 2.1386, 4.8845], [-0.9367, 0.8343, 6.0862], [-0.5867, 1.7603, 3.0317], [-0.6265, 3.9511, 5.3781], [0.9281, 2.0533, 4.9819], [-3.5209, -0.6436, -6.4615], [-1.7883, -1.3398, -6.9851], [-4.3532, -1.7414, -5.0976], [-3.4165, 1.2162, -5.9213], [-4.1609, -0.6857, -7.3406], [1.7522, 3.7438, -6.2900], [0.8977, 2.4206, -5.1541], [1.3919, 3.4185, -8.1661], [1.2832, 5.5498, -5.7669], [2.8258, 3.6390, -6.1482], [3.5389, 1.6688, 2.8644], [3.5194, 2.9812, 4.2916], [5.3100, 1.4482, 2.1086], [2.7827, -0.0244, 3.4345], [2.9000, 2.0521, 2.0709], [-4.9027, 1.9629, 6.9740], [-5.7037, 0.6681, 8.1740], [-5.3377, 1.5921, 5.1209], [-5.3547, 3.7815, 7.4693], [-3.8235, 1.8644, 7.0731], [7.9198, 2.3168, 5.6747], [7.1643, 3.8683, 4.7900], [8.6692, 2.7686, 7.4041], [6.6402, 0.8648, 5.8013], [8.7407, 1.9646, 5.0539]],
  "forces_ev_per_angstrom": [[-1.814, -0.834, -0.233], [2.429, 0.082, 0.586], [1.699, -0.902, -0.998], [-1.530, 0.272, 0.172], [-1.912, -2.135, 2.309], [0.143, 2.043, -0.043], [0.768, 0.687, 0.689], [-0.033, -1.352, -0.254], [0.881, -0.188, -0.413], [-3.088, 1.725, -0.539], [0.191, -0.179, 1.223], [0.551, -0.436, 0.218], [2.609, -0.462, 3.016], [-3.007, -0.437, -2.539], [1.272, -1.025, -0.585], [0.834, 1.348, -0.588], [-1.518, -0.132, -0.059], [-1.646, -0.161, 0.679], [0.135, 1.374, 0.218], [-0.196, 0.265, 0.903], [0.238, 0.334, 0.401], [-0.167, 1.613, -0.822], [0.323, -0.068, -1.606], [1.375, -0.074, -0.997], [0.702, 0.110, 1.345], [0.598, -0.683, -0.310], [-0.276, 1.056, -1.361], [0.806, -1.245, -0.905], [-0.299, -0.930, 2.066], [-0.334, -0.011, 0.142], [-0.164, 0.078, 0.151], [0.255, -0.445, -0.102], [0.501, 0.015, 0.026], [0.012, 0.082, -0.252], [-0.159, 0.087, 0.130], [-0.545, 0.072, -0.079], [0.008, 0.024, 0.312], [0.262, 0.225, -0.252], [0.115, -0.235, -0.039], [0.062, 0.109, 0.224], [0.079, 0.224, -0.262], [-0.027, 0.213, 0.197], [0.044, -0.432, -0.144], [-0.240, -0.015, -0.064], [-0.052, -0.001, -0.067], [-0.271, 0.118, 0.163], [0.074, 0.316, -0.286], [0.054, -0.328, 0.002], [0.160, 0.025, 0.202], [0.110, 0.297, -0.217], [0.165, 0.377, -1.557], [0.014, 0.033, 0.414], [0.040, -0.414, -0.085], [-0.270, -0.015, 0.003], [0.031, 0.136, -0.149], [-0.073, -0.298, -0.249], [-0.371, 0.012, 0.144], [0.158, 0.198, -0.035], [0.137, -0.104, 0.176], [0.088, 0.038, 0.095], [0.121, 0.251, -0.258], [0.082, 0.033, 0.280], [0.053, -0.368, -0.118], [-0.249, 0.026, -0.057], [0.100, 0.009, -0.005], [0.187, -0.255, 0.201], [-0.201, -0.084, -0.335], [0.188, 0.255, 0.027], [-0.212, 0.084, 0.148]],
  "lowdin_charge": [-0.063, -0.207, 0.028, -0.059, -0.179, -0.668, 0.824, -0.669, 0.910, -0.433, -0.162, -0.052, -0.210, -0.006, 0.073, 0.073, 0.086, 0.135, 0.120, 0.158, 0.191, 0.119, 0.111, 0.052, 0.001, 0.078, 0.128, 0.098, -0.034, -1.552, 0.603, 0.498, 0.576, -0.017, -1.583, 0.443, 0.534, 0.591, -0.022, -1.602, 0.579, 0.498, 0.591, -0.107, -1.570, 0.572, 0.551, 0.595, -0.021, -1.567, 0.742, 0.588, 0.595, -0.021, -1.576, 0.587, 0.555, 0.546, -0.034, -1.626, 0.567, 0.529, 0.567, -0.067, -1.603, 0.536, 0.574, 0.538, -0.025]
}